Entry 1:
ORCA calculation (wB97M-V/def2-TZVPD) on the molecule C7H6N4 at a distorted geometry.

Structure (XYZ):
```
17
Properties=species:S:1:pos:R:3:forces:R:3:mulliken_charge:R:1
C 2.425284 -0.093725 1.330867 -1.2 -0.6 -0.1 0.31
C -0.272880 2.090497 -2.408756 -0.1 -2.2 1.8 -0.59
C -1.275623 1.224182 -1.976424 3.1 0.8 1.5 -0.06
C 0.632748 1.149914 -0.741154 -0.6 -2.5 1.2 -0.03
C 1.163292 -0.161641 0.879372 -2.2 4.1 -5.3 0.09
C 0.002315 -0.759030 0.836390 -0.6 -1.8 2.0 0.53
C -0.244369 -1.873870 1.861054 -3.3 1.5 0.6 -1.38
N 3.497508 -0.103092 1.682023 3.2 0.1 1.1 -0.46
N 0.925622 1.995796 -1.713445 -1.1 -0.9 1.6 -0.58
N -0.651583 0.641405 -0.877707 1.2 -0.3 0.8 0.32
N -1.066830 -0.305462 0.081725 0.3 -0.1 -0.3 -0.48
H -0.279378 2.731982 -3.182496 -0.4 2.0 -2.6 0.55
H -2.294756 1.086755 -2.123866 -1.4 -0.1 -0.6 0.41
H -0.905388 -2.724221 1.597435 -0.4 1.0 -0.3 0.35
H -0.555538 -1.411646 2.860934 -0.1 -0.6 -1.5 0.27
H 0.564720 -2.416361 2.122810 3.5 -1.2 0.4 0.44
H -1.665144 -1.071486 -0.228762 0.2 0.6 -0.4 0.32
```
Forces are in eV/Å.

Summary:
Kohn-Sham gap	0.32574	Eh
ΔE to the lowest compared entry with this formula, charge and spin	474.0	kJ/mol
spin multiplicity	1
DFT total energy	-489.17687	Eh

Entry 2:
ORCA calculation (wB97M-V/def2-TZVPD) on a cluster of 4 separate species, C41H83N7O3 in total.

Structure (XYZ):
```
134
Properties=species:S:1:pos:R:3:forces:R:3:mulliken_charge:R:1
C 6.009092 1.307517 3.266951 0.0 0.0 0.3 -1.06
C 4.852250 2.296743 3.429712 0.0 -0.1 0.0 -0.68
C 4.822405 3.476259 2.430437 0.0 0.0 0.1 -0.51
C 5.633930 3.290352 1.144575 0.1 -0.1 0.0 -0.12
C 5.357849 4.377569 0.089461 0.0 0.0 0.1 -1.02
C 4.407824 3.966324 -1.042231 -0.1 0.2 0.2 -0.99
C 3.133239 3.260223 -0.576828 0.0 0.0 -0.1 -0.04
C 2.098430 3.137265 -1.698107 -0.1 0.1 0.1 -1.21
C 1.035365 2.073586 -1.430850 0.0 0.0 0.0 -0.57
C 0.337802 2.238915 -0.074702 0.1 0.0 -0.2 -0.67
C -0.970977 1.428954 -0.009136 0.1 -0.1 0.2 -0.73
C -2.246759 2.180288 -0.283044 0.0 0.0 -0.1 0.83
C -3.275474 1.691717 -0.992865 0.0 0.0 -0.1 0.23
C -3.350801 0.327885 -1.621485 -0.1 0.0 0.0 -1.80
C -4.144657 -0.695778 -0.784696 0.2 0.0 0.1 0.35
C -3.699471 -0.794869 0.673632 -0.2 -0.1 0.1 -0.24
C -4.497476 2.529931 -1.181313 0.4 0.2 0.2 0.86
O -5.523333 2.063488 -1.604138 -0.4 -0.2 -0.3 -0.63
C -4.408886 3.993931 -0.860213 -0.4 -0.2 0.1 0.74
N -5.508961 4.760883 -1.314966 0.5 -0.1 -0.1 -0.59
C -5.476069 5.475811 -2.295755 -0.2 -0.5 0.7 0.69
O -5.544910 6.186482 -3.196995 -0.1 0.6 -0.8 -0.42
C -3.434613 4.473552 -0.088037 0.1 0.1 0.1 0.17
C -3.331311 5.905910 0.341789 0.0 0.1 -0.2 -2.05
C -3.632209 6.242135 1.841383 0.1 0.0 0.0 0.93
N -4.145586 7.616043 1.812449 0.0 -0.1 0.3 -0.73
N -2.461861 6.244402 2.706571 0.1 0.4 -0.1 -0.74
N -4.596730 5.327775 2.442006 -0.1 0.0 0.0 -0.66
C -2.425179 3.496964 0.407215 -0.2 -0.1 -0.2 0.29
O -1.768409 3.766904 1.387905 0.3 0.0 0.2 -0.70
H 5.949755 0.740092 2.336256 0.1 0.1 0.0 0.32
H 6.974125 1.821183 3.315232 0.0 -0.1 -0.1 0.18
H 5.990773 0.585093 4.088860 0.0 0.0 -0.1 0.47
H 4.897909 2.696217 4.448267 -0.1 0.0 -0.1 0.32
H 3.906235 1.746660 3.373424 0.1 0.0 -0.1 0.30
H 3.780565 3.695382 2.176972 0.1 0.0 0.0 0.12
H 5.198787 4.377278 2.930305 0.0 -0.1 -0.1 0.38
H 6.697986 3.312206 1.403763 -0.1 0.0 0.0 0.28
H 5.460479 2.295730 0.714776 0.0 0.1 0.0 0.30
H 4.946079 5.264619 0.588390 0.1 -0.1 0.0 0.39
H 6.311081 4.687974 -0.348983 -0.1 0.1 0.0 0.33
H 4.092478 4.878595 -1.565566 0.2 -0.1 -0.1 0.34
H 4.943659 3.339672 -1.764249 -0.1 0.0 0.0 0.37
H 2.702725 3.833637 0.253483 0.0 -0.2 -0.1 0.19
H 3.366103 2.258813 -0.191254 0.0 0.1 0.0 0.32
H 2.607534 2.928759 -2.646178 0.0 -0.1 0.1 0.42
H 1.592468 4.103775 -1.829293 0.1 0.0 0.0 0.41
H 0.277408 2.117345 -2.224388 0.1 0.0 0.0 0.43
H 1.495493 1.078115 -1.483656 -0.1 0.0 0.0 0.29
H 0.163949 3.302882 0.105022 0.0 -0.1 0.1 0.30
H 1.001265 1.892891 0.722768 0.0 0.1 0.0 0.32
H -1.069534 0.945737 0.970271 0.0 0.1 0.0 0.46
H -0.887993 0.618814 -0.737087 -0.1 0.0 0.2 0.21
H -3.846293 0.433685 -2.590310 0.1 -0.1 0.0 0.49
H -2.348781 -0.066712 -1.799388 -0.1 0.1 0.0 0.45
H -5.210646 -0.464946 -0.850811 0.1 0.0 0.1 0.19
H -3.991304 -1.673490 -1.255575 -0.1 0.1 -0.1 0.07
H -4.354535 -1.472615 1.231540 0.5 0.4 -0.2 -0.56
H -2.685005 -1.199496 0.753896 -0.1 0.1 0.0 0.05
H -3.728410 0.172366 1.183352 0.0 0.0 -0.1 0.42
H -2.338801 6.285606 0.077231 -0.1 0.0 0.1 0.38
H -4.046931 6.484377 -0.245997 0.1 -0.1 0.0 0.28
H -5.116969 7.589243 1.513416 0.1 0.0 -0.1 0.28
H -4.189494 7.927180 2.782045 0.0 0.0 -0.1 0.34
H -2.112490 7.194785 2.765487 0.0 -0.1 0.0 0.32
H -1.716701 5.675294 2.323942 -0.2 -0.2 0.1 0.23
H -5.279955 4.981323 1.777704 0.1 -0.1 0.0 0.30
H -4.119357 4.555089 2.888431 0.0 0.0 0.0 0.28
C -6.103640 -3.179575 1.415736 -0.1 -0.1 0.0 -1.67
C -4.806284 -3.847213 0.984698 -0.1 -0.1 -0.1 -0.58
N -3.779680 -3.818318 2.009558 0.0 -0.1 0.0 0.39
C -2.457888 -4.152122 1.510902 0.1 0.0 0.0 -0.48
C -2.228303 -5.565000 0.961286 0.0 0.0 0.0 -1.08
C -4.151461 -4.396239 3.290741 0.0 0.0 0.1 -0.71
C -4.627818 -5.854027 3.306663 0.0 0.0 0.0 -0.97
H -5.917279 -2.168016 1.780746 -0.2 -0.1 0.1 0.41
H -6.786284 -3.119362 0.566741 0.0 0.0 0.0 0.40
H -6.611673 -3.737545 2.203040 0.0 0.0 0.0 0.42
H -4.408069 -3.309715 0.118016 0.0 -0.1 0.0 0.29
H -5.036772 -4.865396 0.631745 0.0 0.0 0.0 0.50
H -1.740250 -3.957715 2.312811 0.0 0.0 0.0 0.49
H -2.226217 -3.433066 0.717559 0.0 0.0 0.0 0.10
H -2.196264 -6.313473 1.752135 0.0 0.0 0.0 0.26
H -1.271727 -5.602947 0.436434 0.0 0.0 0.0 0.44
H -3.004146 -5.852800 0.250218 0.0 0.0 0.0 0.19
H -4.937935 -3.774241 3.724576 0.0 0.0 0.0 0.38
H -3.292006 -4.286059 3.956769 0.0 0.0 0.0 0.43
H -5.368031 -6.044640 2.527888 0.0 0.0 0.0 0.23
H -5.100037 -6.074596 4.265752 0.0 0.0 0.0 0.38
H -3.810056 -6.560902 3.173623 0.0 0.0 0.0 0.26
C -5.991939 -5.145458 -2.540799 0.0 -0.2 0.1 -0.99
C -5.478124 -5.290735 -3.964537 0.0 0.1 0.0 -0.43
N -6.196096 -4.436186 -4.894349 0.0 0.0 0.1 0.11
C -5.929960 -4.725202 -6.291874 0.0 0.0 -0.1 -0.73
C -4.503575 -4.519513 -6.815996 0.0 0.0 0.0 -0.97
C -6.223925 -3.034107 -4.504563 0.0 0.1 0.0 -1.12
C -4.876518 -2.348134 -4.242921 -0.1 0.1 0.0 -0.35
H -7.064927 -5.336269 -2.493865 0.0 0.0 0.0 0.31
H -5.486513 -5.859858 -1.888416 0.0 0.0 0.0 0.45
H -5.802645 -4.150067 -2.136710 0.0 0.0 0.0 -0.09
H -5.603135 -6.325936 -4.293236 0.0 0.0 0.0 0.49
H -4.393383 -5.097354 -3.965556 0.0 -0.1 0.0 0.26
H -6.621677 -4.127642 -6.891880 0.0 0.0 0.0 0.36
H -6.210722 -5.769627 -6.459824 0.0 0.0 0.0 0.42
H -4.249956 -3.464964 -6.915071 0.0 0.0 0.0 0.23
H -4.408269 -4.972245 -7.804784 0.0 0.0 0.0 0.40
H -3.762827 -4.989510 -6.167462 0.0 0.0 0.0 0.28
H -6.818949 -2.961893 -3.592115 0.0 0.0 0.0 0.36
H -6.785395 -2.479526 -5.260136 0.1 0.0 -0.1 0.44
H -4.213571 -2.978801 -3.648371 0.0 0.0 0.0 0.20
H -5.038313 -1.425833 -3.680795 0.0 0.0 0.0 0.01
H -4.357178 -2.083139 -5.162578 0.0 -0.1 0.0 0.36
C 9.324633 1.484407 1.248380 -0.1 0.0 0.0 -1.50
C 9.717493 0.307797 2.127521 0.0 0.0 0.0 -0.55
N 9.279915 -0.968783 1.590732 0.0 0.0 0.0 0.19
C 9.351276 -2.058130 2.547842 -0.1 -0.1 0.0 -0.67
C 10.732580 -2.476215 3.065442 0.0 0.0 0.0 -1.00
C 9.724230 -1.269332 0.239768 0.0 0.0 -0.1 -0.70
C 11.233250 -1.268710 -0.035678 0.0 0.0 0.0 -0.98
H 8.253793 1.459932 1.039355 0.0 0.0 0.0 0.25
H 9.552230 2.421600 1.759198 0.0 0.0 0.0 0.45
H 9.861116 1.494300 0.298825 0.0 0.0 0.0 0.42
H 9.234815 0.422476 3.102443 0.0 0.0 0.0 0.56
H 10.802531 0.349390 2.315602 0.0 0.0 0.0 0.29
H 8.859121 -2.926234 2.100505 0.0 0.0 0.0 0.41
H 8.734252 -1.770406 3.405063 0.0 0.0 0.0 0.33
H 11.311068 -3.007185 2.310308 0.0 0.0 0.0 0.21
H 10.616008 -3.146825 3.918957 0.0 0.0 0.0 0.42
H 11.315689 -1.617451 3.400541 0.0 0.0 0.0 0.27
H 9.253427 -0.551717 -0.436579 0.0 0.0 0.0 0.36
H 9.305234 -2.242237 -0.029594 0.0 0.0 0.0 0.38
H 11.717780 -0.383784 0.379983 0.0 0.0 0.0 0.26
H 11.409457 -1.261031 -1.113006 0.0 0.0 0.0 0.37
H 11.731319 -2.147253 0.371782 0.0 0.0 0.0 0.26
```
Forces are in eV/Å.

Summary:
Kohn-Sham gap	0.25294	Eh
SMILES	CCCCCCCCCCCC1=C(CCC)C(=O)C(N=C=O)=C(CC(N)(N)N)C1=O.CCN(CC)CC.CCN(CC)CC.CCN(CC)CC
spin multiplicity	1
DFT total energy	-2220.97849	Eh

- Which formula does entry 2 have?
  C41H83N7O3

- What is the formula in the first record?
  C7H6N4